Record 1
{
  "formula": "C10H15N",
  "method": "ωB97M-V/def2-TZVPD",
  "orbital_gap_ev": [7.3, 8.0],
  "homo_energy_ha": [-0.295, -0.303],
  "relative_energy_kcal_mol": 109.0,
  "charge": 0,
  "species": ["C", "C", "C", "C", "C", "C", "C", "C", "C", "C", "N", "H", "H", "H", "H", "H", "H", "H", "H", "H", "H", "H", "H", "H", "H", "H"],
  "coordinates": [[-1.075, 1.704, 0.205], [0.359, 1.292, -1.850], [1.313, 1.623, -2.708], [-0.731, 0.425, -2.187], [0.159, 1.371, -0.361], [-0.364, -0.972, -2.498], [-0.865, -1.517, 3.026], [1.194, 0.581, 0.524], [-0.414, -1.040, 1.657], [0.577, 0.259, 1.818], [-2.046, 2.017, 0.735], [2.303, 1.892, -2.402], [1.129, 1.408, -3.735], [-1.775, 0.684, -1.824], [-0.519, -1.735, -1.759], [0.623, -0.976, -2.931], [-0.993, -1.345, -3.404], [-0.171, -2.148, 3.557], [-1.751, -2.037, 2.850], [-0.871, -0.567, 3.662], [1.444, -0.350, -0.098], [2.187, 1.111, 0.635], [-1.275, -0.569, 1.191], [0.144, -1.760, 1.046], [0.010, 0.893, 2.435], [1.409, -0.243, 2.414]]
}

Record 2
{
  "formula": "C4H9F3N2",
  "method": "ωB97M-V/def2-TZVPD",
  "orbital_gap_ev": 9.7,
  "homo_energy_ha": -0.318,
  "relative_energy_kcal_mol": 16.4,
  "charge": 0,
  "species": ["C", "N", "N", "C", "C", "C", "F", "F", "F", "H", "H", "H", "H", "H", "H", "H", "H", "H"],
  "coordinates": [[-0.812, -1.816, 1.905], [-1.022, -0.707, 0.963], [0.231, -0.279, 0.449], [0.085, 1.000, -0.384], [1.333, 1.835, -0.205], [-0.078, 0.458, -1.818], [0.024, 1.451, -2.703], [0.852, -0.458, -2.121], [-1.214, -0.222, -2.050], [-0.101, -1.451, 2.635], [-1.733, -2.350, 2.192], [-0.273, -2.722, 1.606], [-1.746, -0.830, 0.280], [0.624, -0.979, -0.159], [-0.885, 1.417, -0.168], [2.166, 1.182, -0.551], [1.370, 1.726, 0.924], [1.179, 2.744, -0.794]]
}